Here is a molecular structure, C11H30MgN2OP2S2SbSe4 from the OMol25 dataset. Energies are from wB97M-V/def2-TZVPD.

Last column: Mulliken charge in e.
Cartesian coordinates (Å):
Mg: -0.489 -0.889 -0.339  1.262
C: 0.179 -0.805 3.433  -1.280
P: -1.069 -0.215 2.232  0.905
C: -2.622 -0.641 3.088  -1.302
C: -0.954 1.615 2.468  -1.129
C: -1.619 2.395 1.324  -1.220
P: -0.803 2.002 -0.287  0.956
C: 0.628 3.165 -0.186  -1.540
C: -1.824 2.924 -1.489  -1.306
H: 0.032 -0.387 4.432  0.445
H: 1.171 -0.547 3.061  0.175
H: 0.120 -1.893 3.484  0.392
H: -2.605 -0.331 4.135  0.419
H: -2.755 -1.723 3.027  0.341
H: -3.462 -0.184 2.567  0.374
H: 0.116 1.850 2.506  0.339
H: -1.373 1.903 3.437  0.564
H: -1.584 3.472 1.514  0.573
H: -2.671 2.115 1.230  0.409
H: 0.299 4.204 -0.114  0.481
H: 1.252 3.051 -1.074  0.356
H: 1.237 2.938 0.690  0.296
H: -1.918 3.976 -1.208  0.442
H: -2.808 2.460 -1.541  0.296
H: -1.356 2.855 -2.472  0.374
Se: -2.753 -3.896 -3.843  -0.841
Sb: -0.697 -3.384 -2.601  0.868
Se: -0.109 -0.915 -2.877  -0.761
Se: -1.109 -3.345 -0.115  -0.736
Se: 1.139 -4.842 -3.164  -0.696
N: -4.257 -2.248 -1.483  -0.281
C: -3.797 -1.004 -1.638  0.344
N: -3.531 -0.601 -2.886  -0.384
S: -3.565 0.026 -0.296  -0.399
H: -4.027 -2.911 -2.231  0.097
H: -4.191 -2.607 -0.545  0.251
H: -3.339 -1.348 -3.565  0.209
H: -2.913 0.193 -2.947  0.248
C: 3.052 -2.638 -1.383  -1.242
C: 3.713 -1.454 -0.700  -0.466
S: 2.567 -0.073 -0.529  0.352
O: 1.451 -0.583 0.368  -0.927
C: 3.565 0.915 0.608  -0.214
C: 4.696 1.645 -0.100  -1.275
H: 3.766 -3.455 -1.474  0.413
H: 2.678 -2.391 -2.374  0.323
H: 2.206 -3.003 -0.801  0.212
H: 4.557 -1.062 -1.275  0.365
H: 4.049 -1.703 0.309  0.347
H: 3.916 0.251 1.400  0.404
H: 2.853 1.613 1.049  0.144
H: 5.426 0.950 -0.513  0.338
H: 5.218 2.296 0.601  0.405
H: 4.313 2.262 -0.913  0.281

The calculated total energy is -330545.82228 eV. Its LUMO energy is 1.9 eV. Its total charge is -1. The value obtained for the HOMO energy is -3.88 eV. The relative energy (zero: lowest compared OMol25 entry of this formula, charge and spin) comes out at 2.0 kcal per mole.


Here is a molecular structure, C11H30MgNO8S4 in a non-equilibrium geometry from the OMol25 dataset. Energies are from wB97M-V/def2-TZVPD.

Last column: Mulliken charge in e.
Cartesian coordinates (Å):
Mg: 0.218 -0.021 -0.796  1.287
N: 1.719 1.689 -5.718  1.136
O: 1.244 1.020 -4.832  -0.486
O: 2.461 2.594 -5.372  -0.454
O: 1.497 1.479 -6.908  -0.455
C: 0.822 7.346 -0.335  -0.913
S: 1.592 5.973 0.602  0.482
O: 1.254 4.675 -0.085  -0.614
C: 3.439 6.315 0.256  -0.865
H: -0.266 7.316 -0.404  0.313
H: 1.321 7.474 -1.295  0.317
H: 1.096 8.273 0.170  0.351
H: 3.633 5.981 -0.763  0.301
H: 3.965 5.753 1.028  0.289
H: 3.680 7.378 0.291  0.336
C: -2.494 1.191 6.119  -0.935
S: -1.112 0.039 5.572  0.485
O: -0.819 0.250 4.104  -0.622
C: 0.261 0.653 6.615  -0.892
H: -2.582 1.201 7.205  0.343
H: -3.467 0.843 5.771  0.316
H: -2.430 2.250 5.867  0.335
H: 1.288 0.423 6.332  0.326
H: 0.078 0.231 7.603  0.337
H: 0.204 1.734 6.748  0.304
C: -2.045 -7.258 -1.194  -0.940
S: -1.671 -5.944 0.081  0.481
O: -1.408 -4.594 -0.608  -0.608
C: -3.441 -5.936 0.812  -0.855
H: -2.475 -8.149 -0.736  0.351
H: -1.190 -7.582 -1.787  0.317
H: -2.792 -6.929 -1.917  0.328
H: -3.800 -6.961 0.897  0.316
H: -4.077 -5.445 0.076  0.299
H: -3.507 -5.331 1.717  0.303
C: 7.325 -0.893 -1.758  -0.905
S: 6.416 -0.913 -0.044  0.469
O: 4.935 -1.101 -0.370  -0.607
C: 7.038 -2.545 0.604  -0.857
H: 8.399 -1.078 -1.768  0.351
H: 7.164 0.039 -2.300  0.301
H: 6.895 -1.706 -2.344  0.309
H: 6.761 -3.282 -0.150  0.294
H: 6.730 -2.840 1.607  0.310
H: 8.126 -2.490 0.564  0.331
C: -6.855 0.361 -1.984  -0.955
C: -5.499 0.060 -2.648  0.700
O: -4.435 0.292 -2.056  -0.590
C: -5.425 -0.702 -3.963  -0.969
H: -7.748 -0.074 -2.433  0.324
H: -6.911 1.409 -2.277  0.283
H: -6.793 0.210 -0.907  0.308
H: -5.826 -0.138 -4.805  0.308
H: -6.084 -1.562 -3.841  0.283
H: -4.407 -0.976 -4.239  0.299

The calculated total energy is -78528.78125 eV. Its LUMO energy is -8.3 eV. Its total charge is +1. The value obtained for the HOMO energy is -10.81 eV. The relative energy (zero: lowest compared OMol25 entry of this formula, charge and spin) comes out at 281.0 kcal per mole.


Here is a molecular structure, C11H31KO8 in a non-equilibrium geometry from the OMol25 dataset. Energies are from wB97M-V/def2-TZVPD.

Last column: Mulliken charge in e.
Cartesian coordinates (Å):
K: -2.919 2.616 -2.107  0.959
O: 0.588 0.047 -1.001  -0.276
C: -0.460 0.864 -1.105  0.687
O: -0.429 2.081 -1.423  -0.873
O: -1.539 0.364 -0.742  -0.854
H: 0.059 -0.653 -0.611  0.100
C: 2.848 -3.509 -3.208  -1.263
C: 3.093 -2.423 -2.138  -0.079
O: 2.397 -1.241 -2.677  -0.477
H: 3.407 -4.385 -2.878  0.377
H: 3.291 -3.094 -4.114  0.304
H: 1.815 -3.651 -3.527  0.295
H: 4.134 -2.191 -1.916  0.299
H: 2.661 -2.783 -1.204  0.318
H: 2.155 -0.753 -1.886  0.304
C: -3.826 1.736 1.693  -0.643
C: -4.687 0.642 1.002  -0.338
O: -4.410 0.611 -0.373  -0.529
H: -3.867 1.576 2.770  0.372
H: -4.218 2.717 1.422  0.229
H: -2.769 1.547 1.504  0.066
H: -5.747 0.895 1.012  0.339
H: -4.530 -0.338 1.451  0.261
H: -3.473 0.405 -0.363  0.313
C: -0.630 3.574 2.006  -0.985
C: 0.353 2.377 2.319  0.136
O: 0.941 2.317 3.622  -0.572
H: -1.058 3.463 1.010  0.158
H: -0.098 4.523 2.073  0.439
H: -1.435 3.583 2.741  0.258
H: 1.114 2.521 1.552  0.077
H: -0.114 1.419 2.091  0.156
H: 1.640 2.975 3.626  0.341
C: 3.781 0.472 -0.254  -0.699
C: 4.102 1.354 0.950  -0.256
O: 5.285 0.704 1.442  -0.558
H: 3.547 -0.517 0.138  0.242
H: 4.586 0.451 -0.989  0.332
H: 2.916 0.850 -0.800  0.190
H: 3.383 1.285 1.766  0.198
H: 4.387 2.358 0.635  0.271
H: 5.124 0.400 2.338  0.310
C: -3.012 -2.927 -1.263  -0.888
C: -1.877 -3.076 -0.331  -0.040
O: -1.887 -2.090 0.630  -0.505
H: -3.054 -1.881 -1.570  0.180
H: -3.970 -3.123 -0.783  0.249
H: -2.863 -3.657 -2.059  0.376
H: -0.932 -3.176 -0.864  0.130
H: -1.973 -4.024 0.198  0.341
H: -1.832 -1.235 0.196  0.228

The calculated total energy is -44614.53323 eV. Its LUMO energy is -0.8 eV. The value obtained for the HOMO energy is -9.46 eV. The relative energy (zero: lowest compared OMol25 entry of this formula, charge and spin) comes out at 42.7 kcal per mole.


Here is a molecular structure, C11H31LiO8 in a non-equilibrium geometry from the OMol25 dataset. Energies are from wB97M-V/def2-TZVPD.

Last column: Mulliken spin population.
Cartesian coordinates (Å):
Li: -2.420 2.583 -0.557  -0.002
C: 0.674 0.635 0.810  0.108
C: 0.550 2.119 0.451  0.007
O: -0.678 2.743 0.766  0.837
H: 1.550 0.225 0.308  -0.006
H: -0.144 0.089 0.340  0.011
H: 0.787 0.384 1.864  -0.003
H: 0.777 2.169 -0.614  -0.015
H: 1.359 2.543 1.046  0.034
C: 0.830 -0.970 -5.410  0.000
C: 0.993 -0.184 -4.185  0.000
C: 2.146 -0.568 -3.247  0.000
O: 1.217 1.086 -4.602  0.000
H: 1.757 -0.901 -5.978  0.000
H: 0.129 -0.457 -6.068  0.000
H: 0.477 -1.991 -5.260  0.000
H: 0.008 -0.126 -3.722  0.000
H: 2.216 -1.607 -2.924  0.000
H: 2.117 -0.091 -2.268  0.000
H: 3.067 -0.408 -3.806  0.000
H: 2.045 1.148 -5.086  0.000
C: -1.667 -3.465 -0.890  0.000
C: -0.139 -3.198 -1.286  0.000
O: 0.728 -3.954 -0.395  0.000
O: -2.128 -2.753 0.275  0.000
H: -1.665 -4.536 -0.684  0.000
H: -2.203 -3.118 -1.773  0.000
H: 0.042 -2.125 -1.338  0.001
H: 0.149 -3.540 -2.280  0.000
H: 0.702 -3.531 0.466  0.000
H: -3.069 -2.569 0.228  0.000
C: -3.096 0.336 2.464  0.002
C: -3.749 0.164 1.008  0.000
O: -2.714 0.075 0.000  0.006
O: -2.275 1.467 2.760  0.020
H: -2.637 -0.633 2.663  0.000
H: -3.964 0.382 3.122  0.001
H: -4.408 1.022 0.877  0.000
H: -4.355 -0.742 1.017  0.000
H: -2.229 -0.702 0.286  -0.002
H: -1.831 1.724 1.949  0.004
C: 2.611 1.754 3.843  0.002
C: 2.028 3.071 4.340  -0.001
O: 0.659 3.279 3.884  0.000
O: 1.823 0.620 4.207  0.000
H: 3.595 1.492 4.232  0.000
H: 2.841 1.739 2.777  0.000
H: 2.804 3.726 3.943  0.000
H: 1.963 3.228 5.417  0.000
H: 0.596 2.540 3.275  -0.004
H: 2.131 -0.172 3.761  0.000

The calculated total energy is -28483.79950 eV. Its LUMO energy (alpha / beta) is -4.1 / -6.7 eV. Its total charge is +1. The value obtained for the HOMO energy (alpha / beta) is -12.73 / -12.73 eV. Its spin multiplicity is 2.


Here is 4 unconnected molecules or ions with the total composition C11H31N3O4 in a non-equilibrium geometry from the OMol25 dataset. Energies are from wB97M-V/def2-TZVPD.

Last column: Mulliken spin population.
Cartesian coordinates (Å):
O: 0.244 0.748 -0.594  0.754
H: -0.448 0.343 -1.152  -0.019
C: -2.841 3.335 -1.198  0.000
C: -1.485 4.033 -1.055  -0.002
O: -1.250 5.158 -1.512  0.003
N: -0.451 3.323 -0.157  0.004
H: -0.916 3.164 0.725  0.001
H: -0.270 2.372 -0.443  -0.019
C: 0.903 4.020 0.066  -0.001
H: -3.562 3.903 -1.785  0.000
H: -3.376 3.207 -0.257  0.000
H: -2.714 2.335 -1.615  0.000
H: 0.745 4.870 0.730  0.001
H: 1.136 4.494 -0.887  0.000
H: 1.660 3.386 0.528  0.000
C: 2.556 1.686 -3.045  0.000
C: 2.509 0.195 -3.262  0.001
O: 2.818 -0.180 -4.438  0.001
N: 1.766 -0.786 -2.343  0.007
H: 1.175 -0.260 -1.716  -0.018
H: 1.128 -1.178 -3.022  0.001
C: 2.690 -1.937 -1.813  0.001
H: 2.296 1.951 -2.020  0.004
H: 1.859 2.243 -3.670  0.000
H: 3.617 1.928 -3.106  0.001
H: 2.175 -2.542 -1.067  0.000
H: 3.484 -1.607 -1.143  0.000
H: 3.083 -2.471 -2.678  0.000
C: -1.898 -3.734 1.502  0.001
N: -0.935 -2.707 2.018  0.000
C: -0.787 -3.039 3.507  0.001
C: 0.444 -2.925 1.338  -0.006
C: -1.618 -1.365 1.656  0.012
C: -1.048 -0.137 2.308  -0.007
O: 0.324 -0.090 1.917  0.289
H: -2.186 -3.565 0.465  -0.001
H: -2.854 -3.785 2.023  0.000
H: -1.430 -4.718 1.545  0.000
H: 0.046 -2.411 3.825  0.000
H: -0.598 -4.113 3.518  0.000
H: -1.780 -2.733 3.834  0.000
H: 1.128 -2.215 1.804  -0.001
H: 0.261 -2.696 0.289  0.003
H: 0.857 -3.918 1.510  -0.001
H: -2.702 -1.377 1.774  -0.002
H: -1.606 -1.268 0.571  0.001
H: -1.132 -0.157 3.394  0.016
H: -1.401 0.865 2.064  0.006
H: 0.382 0.353 1.068  -0.033

The calculated total energy is -24536.54138 eV. Its LUMO energy (alpha / beta) is -9.5 / -15.1 eV. Its total charge is +3. The value obtained for the HOMO energy (alpha / beta) is -20.04 / -20.03 eV. Its spin multiplicity is 2.